# 1
C11H22O4Si | ωB97M-V/def2-TZVPD

```
! wB97M-V def2-TZVPD RIJCOSX def2/J DEFGRID3
* xyz 0 1
O 1.60532 -2.22683 -0.68292
O -2.00361 0.27552 -0.80609
O -0.08445 -2.10648 -2.19371
O 0.16193 1.03859 -0.64505
C 0.48831 -1.92448 -0.96776
C -0.83616 0.10394 -0.53087
C 1.84072 -1.72281 -3.67288
C -0.89379 2.18305 -2.57406
C 0.83353 -2.70652 -3.10604
C -0.35097 2.24627 -1.14085
C -0.38742 -1.25089 0.03087
C -2.00410 0.92621 2.30172
C -0.04512 -0.25972 4.45314
C 0.78290 1.72480 2.43838
C 0.39995 -1.05729 1.32941
Si -0.26924 0.19884 2.63076
H 2.53804 -1.39014 -2.88335
H 2.44808 -2.18102 -4.45011
H 1.34565 -0.81540 -4.02496
H -0.06594 2.02179 -3.28544
H -1.62619 1.37524 -2.66811
H -1.44792 3.10009 -2.85664
H 1.32678 -3.49274 -2.52990
H 0.26876 -3.23268 -3.88719
H -1.15200 2.56153 -0.48484
H 0.45266 2.97310 -1.08037
H -1.28301 -1.87093 0.14497
H -2.16319 1.25502 1.26584
H -2.23028 1.71604 2.99997
H -2.71260 0.10342 2.45304
H 0.46988 0.55299 4.95829
H -0.96238 -0.36846 4.96654
H 0.54135 -1.15916 4.53640
H 0.43464 2.54044 3.01294
H 0.75188 1.99997 1.35639
H 1.83018 1.53055 2.68478
H 1.37064 -0.65337 1.08676
H 0.62716 -2.00848 1.82094
*
```

Values from the calculation:
ΔE to the lowest compared entry with this formula, charge and spin   0.000 eV
Energy   -27832.38131 eV
HOMO level   -10.1 eV
Molecular weight   246.38 Da
Frontier orbital gap   10.879 eV
SMILES   CCOC(=O)C(C[Si](C)(C)C)C(=O)OCC

Löwdin population analysis, charges in e, atoms 1 to 2: 0.132 0.099

# 2
C39H41ClIN2O5SSbV | ωB97M-V/def2-TZVPD

```
! wB97M-V def2-TZVPD RIJCOSX def2/J DEFGRID3
* xyz 1 3
V 0.56083 -1.08027 -0.84760
C 4.26773 0.43655 -0.21395
C 3.69057 0.12048 1.13031
N 4.25546 0.63271 2.21663
C 3.73386 0.34635 3.41169
C 2.61923 -0.45203 3.60630
C 2.15941 -0.71443 5.01975
O 2.99228 -1.64659 5.69063
C 1.99781 -0.97936 2.46464
C 0.83783 -1.88373 2.55907
N 0.09057 -2.20601 1.57615
C -0.83497 -3.26419 1.77759
C -0.56267 -4.37467 2.56641
C -1.45092 -5.43851 2.62225
C -2.60436 -5.41728 1.85238
C -2.88829 -4.31775 1.05351
C -2.01975 -3.24440 1.05596
I 0.75580 -3.51963 -1.79446
C 2.55650 -0.68383 1.22902
O 1.99943 -1.18409 0.12027
H 5.20480 0.97372 -0.08831
H 3.57498 1.06213 -0.78716
H 4.44089 -0.47413 -0.78873
H 4.23308 0.78185 4.27057
H 1.10990 -1.01832 5.05461
H 2.23278 0.20758 5.59491
H 2.97465 -2.48707 5.22161
H 0.64376 -2.31658 3.54151
H 0.38013 -4.43308 3.09484
H -1.22149 -6.29771 3.23666
H -3.27485 -6.26555 1.84990
H -3.75760 -4.31136 0.41024
Cl -7.03598 0.97625 -0.80164
C -5.62219 0.02896 -0.48058
C -5.62703 -0.89868 0.55758
C -4.49748 -1.65262 0.83641
C -3.35106 -1.48282 0.07138
O -2.18846 -2.11714 0.27789
C -3.32986 -0.53157 -0.96018
C -2.16286 -0.20657 -1.71861
O -1.03240 -0.69990 -1.51522
C -4.48721 0.21490 -1.23114
H -6.52222 -1.03047 1.15044
H -4.50917 -2.35462 1.65684
H -2.22441 0.56801 -2.48153
H -4.47179 0.96055 -2.01630
C 0.33749 -0.36175 -5.99750
C 0.50346 -1.17111 -4.71665
Sb 1.57770 -0.20977 -3.15301
C 3.60080 -0.51817 -3.70507
C 3.84667 -0.58268 -5.20981
C 1.13140 1.84006 -3.53645
C 2.02227 2.52265 -4.57134
H -0.22384 -0.93480 -6.73741
H 1.29546 -0.10413 -6.44878
H -0.21072 0.56648 -5.82737
H 1.02553 -2.11289 -4.88815
H -0.46004 -1.43603 -4.27835
H 3.86640 -1.45922 -3.22089
H 4.18269 0.27314 -3.23114
H 3.25590 -1.36799 -5.68258
H 4.89644 -0.80703 -5.40462
H 3.61822 0.36035 -5.70497
H 1.18337 2.34185 -2.56928
H 0.08390 1.84604 -3.84843
H 3.06570 2.53701 -4.25271
H 1.71461 3.55872 -4.72351
H 1.97405 2.02594 -5.53955
O 0.51733 1.03898 -0.12135
S -0.59755 1.00274 0.93625
C 0.08493 1.72746 2.40295
C 1.23540 2.49021 2.30410
C 1.74771 3.06027 3.46072
C 1.10956 2.86222 4.67805
C -0.03837 2.08138 4.75591
C -0.55704 1.49615 3.61022
C -1.77648 2.24974 0.47000
C -3.08129 2.11951 0.91906
C -4.01200 3.08142 0.55227
C -3.62993 4.14045 -0.26085
C -2.31894 4.24779 -0.71098
C -1.37634 3.29673 -0.34660
H 1.72726 2.61474 1.34874
H 2.64843 3.65726 3.40862
H 1.51359 3.31241 5.57533
H -0.52508 1.92335 5.70922
H -1.44267 0.87291 3.65882
H -3.37478 1.27663 1.53620
H -5.03620 2.99629 0.89033
H -4.35917 4.88601 -0.54840
H -2.02925 5.07646 -1.34336
H -0.35183 3.35710 -0.69019
*
```

Values from the calculation:
ΔE to the lowest compared entry with this formula, charge and spin   0.030 eV
Energy   -118004.65188 eV
HOMO level (alpha / beta)   -10.0 / -10.5 eV
Molecular weight   984.89 Da
Frontier orbital gap (alpha / beta)   6.190 / 6.422 eV

Löwdin population analysis, charges in e, atoms 1 to 2: 0.278 -0.009

# 3
C3H9N2 | ωB97M-V/def2-TZVPD

```
! wB97M-V def2-TZVPD RIJCOSX def2/J DEFGRID3
* xyz 1 1
C -0.22388 1.24740 -1.17347
C -0.76332 0.01078 -0.55778
C -0.24433 -0.47037 0.62778
N 2.41841 -0.19579 2.04042
N -1.70421 -0.62577 -1.17010
H -0.88896 1.84842 -1.78176
H 0.37618 1.83710 -0.48348
H 0.54339 0.86177 -1.86702
H -0.76979 -1.22520 1.21702
H 2.27653 -0.47994 2.99204
H 3.19535 0.41118 1.87566
H 1.79406 -0.59703 1.37496
H -2.19751 -1.39078 -0.73134
H -2.05047 -0.35210 -2.07936
*
```

Values from the calculation:
ΔE to the lowest compared entry with this formula, charge and spin   5.684 eV
Energy   -6225.36431 eV
HOMO level   -13.1 eV
Molecular weight   73.12 Da
Frontier orbital gap   5.358 eV

Löwdin population analysis, charges in e, atoms 1 to 2: 0.007 -0.424

# 4
C8H11N2O3 | ωB97M-V/def2-TZVPD

```
! wB97M-V def2-TZVPD RIJCOSX def2/J DEFGRID3
* xyz 1 1
C 2.56130 -1.89523 0.08040
C -0.62685 0.33392 -0.13617
C 1.77711 -0.90662 -0.16600
C 1.70480 0.42963 -0.12461
C -0.74975 -1.05745 0.21523
C -2.28711 -1.32908 0.28310
C -2.87657 0.04509 0.04647
C 2.95820 2.64005 0.04573
N 2.57331 -3.11380 0.21324
N -1.79055 0.88932 -0.30866
O 0.43085 1.01394 -0.38217
O -3.83297 -0.02724 -0.98452
O 2.70852 1.22347 0.09651
H -0.09181 -1.57011 -0.39839
H -0.26435 -1.25829 1.25226
H -2.57319 -2.01756 -0.56234
H -2.65569 -1.87539 1.15753
H -3.47601 0.36156 0.97705
H 4.03462 2.67987 0.11559
H 2.51086 3.07462 0.95595
H 2.61855 3.22344 -0.76143
H 3.43979 -3.60682 0.23226
H -1.97971 1.88324 -0.69339
H -4.11334 0.85945 -1.15364
*
```

Values from the calculation:
ΔE to the lowest compared entry with this formula, charge and spin   4.067 eV
Energy   -17585.95298 eV
HOMO level   -12.5 eV
Molecular weight   183.19 Da
Frontier orbital gap   8.851 eV
SMILES   COC(=C=C=N)OC1=[NH+][C@@H](O)CC1

Löwdin population analysis, charges in e, atoms 1 to 2: -0.125 -0.271

# 5
C5H8N | ωB97M-V/def2-TZVPD

```
! wB97M-V def2-TZVPD RIJCOSX def2/J DEFGRID3
* xyz 1 1
C 2.14022 -0.82890 0.45218
C 2.42175 0.59297 0.42331
C 1.26300 0.73968 -0.54178
C 0.75427 -0.73437 -0.78418
C -2.01264 -1.03893 0.07275
N 1.52170 -1.72149 -0.09490
H 2.31663 1.19396 1.45229
H 3.42614 0.84726 -0.18394
H 0.35391 1.31492 -0.35920
H 1.40946 1.07885 -1.62382
H -0.94438 -1.14531 0.13131
H -2.39210 -1.94838 -0.44713
H -2.53549 -0.18546 -0.19286
H -2.16775 -1.36846 1.15624
*
```

Values from the calculation:
ΔE to the lowest compared entry with this formula, charge and spin   8.291 eV
Energy   -6789.79790 eV
HOMO level   -14.8 eV
Molecular weight   82.13 Da
Frontier orbital gap   8.240 eV

Löwdin population analysis, charges in e, atoms 1 to 2: 0.071 -0.079

# 6
C3H6N2 | ωB97M-V/def2-TZVPD

```
! wB97M-V def2-TZVPD RIJCOSX def2/J DEFGRID3
* xyz 0 1
C -0.03269 -0.55565 -0.39768
C -0.20786 -1.69692 0.28140
C -0.49665 0.51736 -1.22132
N 0.72913 0.64651 -0.26075
N 0.64457 1.27599 0.90285
H 0.51257 -2.19117 0.80394
H -0.84481 -2.35008 -0.20189
H -0.10700 0.50087 -2.19674
H -1.35205 1.25030 -1.02848
H -0.30344 1.41073 1.12814
H 1.08314 2.18893 0.67281
*
```

Values from the calculation:
ΔE to the lowest compared entry with this formula, charge and spin   4.201 eV
Energy   -6184.34401 eV
HOMO level   -8.7 eV
Molecular weight   70.09 Da
Frontier orbital gap   9.777 eV
SMILES   C=C1CN1N

Löwdin population analysis, charges in e, atoms 1 to 2: -0.307 0.076

# 7
C29H49NO28S4 | ωB97M-V/def2-TZVPD

```
! wB97M-V def2-TZVPD RIJCOSX def2/J DEFGRID3
* xyz 0 1
C 4.43920 3.08154 3.26117
N 4.41303 2.56570 4.65399
O 4.88691 1.48427 4.91069
O 3.92559 3.28228 5.57156
H 3.39747 3.34027 3.07153
H 4.85609 2.27967 2.65183
H 5.14286 3.90025 3.41174
O -3.55440 0.32813 -0.88229
C -2.33364 0.28743 -0.68559
O -1.50371 1.43572 -0.82998
C -0.12338 1.04285 -0.81152
C -0.01781 -0.36864 -0.13849
C -1.41867 -0.89210 -0.48213
H 0.37676 1.76584 -0.16711
H 0.39395 0.99000 -1.76947
H 0.00074 -0.33081 0.95069
H 0.89633 -0.85952 -0.47236
H -1.84590 -1.73357 0.06331
H -1.43234 -1.26912 -1.50476
O -3.52038 -6.11801 -0.75472
C -4.14320 -6.34792 -1.80843
O -4.25024 -7.56564 -2.32526
C -4.79911 -7.53452 -3.67101
C -5.53442 -6.20301 -3.76768
C -5.11753 -5.47349 -2.49767
H -5.48964 -8.35904 -3.84835
H -3.98831 -7.52170 -4.39940
H -6.58538 -6.47005 -3.87848
H -5.17348 -5.63201 -4.62311
H -5.95347 -5.43904 -1.79901
H -4.81403 -4.42809 -2.55362
O 3.17784 -1.13418 -4.01146
C 4.40682 -1.27717 -3.99305
O 5.15144 -0.57349 -3.19778
C 6.53540 -0.75816 -3.41934
C 6.49686 -2.15005 -4.02783
C 5.23282 -2.18234 -4.88376
H 7.13711 -0.79886 -2.51139
H 6.85112 0.09035 -4.02632
H 6.29972 -2.84595 -3.21239
H 7.38729 -2.31897 -4.63338
H 4.71063 -3.13643 -4.95543
H 5.32407 -1.61523 -5.81013
O 0.52343 0.59572 5.20412
C -0.46590 0.97234 5.90520
O -1.68665 0.39637 5.76762
C -2.64404 0.89088 6.65598
C -1.98835 1.90079 7.52691
C -0.63094 2.19887 6.86261
H -3.09084 0.15474 7.32424
H -3.47324 1.34213 6.11110
H -1.82406 1.54635 8.54449
H -2.57020 2.82202 7.55686
H 0.18117 2.26992 7.58616
H -0.48625 3.02629 6.16797
O 1.51776 0.69122 -9.88666
C 1.34433 1.41748 -8.91402
O 2.33113 1.70592 -8.04984
C 1.96291 2.68554 -7.15760
C 0.42421 2.49539 -7.05142
C -0.00343 2.07053 -8.51044
H 2.23616 3.63436 -7.61930
H 2.43913 2.57453 -6.18343
H 0.07595 3.47972 -6.73853
H 0.17370 1.75768 -6.28911
H -0.22715 2.90544 -9.17450
H -0.85755 1.39534 -8.56250
C -4.54294 3.87080 2.66939
C -4.92915 5.29104 3.04502
O -3.72856 6.07084 3.17623
S -2.39304 5.19340 2.70713
O -1.26217 5.43766 3.63572
O -2.18258 5.50439 1.31629
O -3.19624 3.72856 2.98104
H -4.66192 3.66804 1.60505
H -5.21230 3.22254 3.23492
H -5.46053 5.37046 3.99340
H -5.60954 5.69414 2.29490
C -2.22196 5.69222 -3.49991
C -2.67252 6.39385 -4.84812
O -1.51459 7.07027 -5.40139
S -0.36871 7.19201 -4.20432
O -0.73841 8.29526 -3.26453
O 1.01293 7.10885 -4.66156
O -0.82951 5.78496 -3.49644
H -2.58200 4.66341 -3.50034
H -2.65456 6.20597 -2.64142
H -3.49978 7.05292 -4.58478
H -3.05319 5.60179 -5.49297
C -1.86726 -4.43374 5.49023
C -0.37089 -4.48335 5.19300
O 0.30357 -4.39728 6.43370
S -0.65843 -4.55493 7.68164
O -0.80616 -3.26472 8.36290
O -0.36848 -5.71952 8.52575
O -2.07812 -4.84979 6.79652
H -2.50127 -4.95927 4.77612
H -2.11365 -3.37241 5.45889
H -0.13076 -3.69943 4.47474
H 0.02803 -5.45066 4.88759
C 4.34476 -2.91963 2.04283
C 4.81984 -3.74860 3.22784
O 5.12502 -5.00962 2.71578
S 4.42683 -5.28555 1.28668
O 3.45683 -6.44369 1.39353
O 5.38259 -5.28711 0.14795
O 3.62748 -3.82503 1.33110
H 5.11279 -2.53123 1.37397
H 3.68098 -2.09295 2.29599
H 4.09213 -3.90032 4.02505
H 5.69312 -3.35130 3.74516
*
```

Values from the calculation:
Energy   -133017.87186 eV
HOMO level   -10.1 eV
Molecular weight   987.96 Da
Frontier orbital gap   10.042 eV
SMILES   C[N+](=O)[O-].O=S1(=O)OCCO1.O=S1(=O)OCCO1.O=S1(=O)OCCO1.O=S1(=O)OCCO1.O=C1CCCO1.O=C1CCCO1.O=C1CCCO1.O=C1CCCO1.O=C1CCCO1

Löwdin population analysis, charges in e, atoms 1 to 2: 0.053 -0.441

# 8
C11H16SSi | ωB97M-V/def2-TZVPD

```
! wB97M-V def2-TZVPD RIJCOSX def2/J DEFGRID3
* xyz 0 1
C 1.10956 -2.64506 -2.41832
C -0.08633 -2.12768 -2.83604
C 1.48193 -2.52589 -1.08513
C -0.96756 -1.46034 -2.06336
C 0.64812 -1.68329 -0.30622
C -0.57393 -1.20065 -0.76416
C -0.11248 2.07110 -0.00039
C 2.37109 2.66713 0.15369
C -1.21958 -0.09047 2.11900
C -3.20933 0.71781 -0.32967
C 1.18139 1.80947 0.62156
Si -1.44573 0.07842 0.31493
S -0.60588 3.45702 -0.60064
H 1.57859 -3.23191 -3.18232
H -0.29527 -2.42340 -3.89211
H 2.41720 -2.87415 -0.78472
H -1.87992 -1.15349 -2.60211
H 0.78819 -1.58708 0.76763
H 2.34729 3.68851 0.47260
H 3.37559 2.40377 0.44953
H 2.34044 2.68608 -0.96900
H -2.06257 -0.54975 2.58269
H -0.42412 -0.83614 2.20453
H -1.13624 0.81768 2.67914
H -3.14409 0.99366 -1.32196
H -4.01156 0.00433 -0.30808
H -3.63792 1.63345 0.18903
H 1.35295 0.81022 0.45318
H 1.00576 1.70803 1.77641
*
```

Values from the calculation:
ΔE to the lowest compared entry with this formula, charge and spin   0.799 eV
Energy   -30377.23150 eV
HOMO level   -7.2 eV
Molecular weight   208.40 Da
Frontier orbital gap   7.737 eV

Löwdin population analysis, charges in e, atoms 1 to 2: -0.090 -0.127